No. 1
Density functional theory data (ωB97M-V/def2-TZVPD) for a structure of composition C27H42BN3O3S2Sb2Tl at a distorted geometry.

Geometry (Å):
1 Tl -1.1491 0.5118 -1.0048
2 Sb 2.0057 0.6126 -2.7079
3 Sb 1.8132 0.2969 0.8274
4 S -0.9103 -1.5406 -2.9469
5 S -0.5957 2.6965 -1.6344
6 O -0.5736 -1.5624 1.5568
7 O -1.2799 1.4002 1.8029
8 O -2.6723 -1.9661 0.8310
9 N -3.7478 1.0611 -1.0502
10 N -3.3330 -1.5106 -4.3371
11 N -3.3355 2.2498 1.3752
12 C 4.9027 0.5815 -1.7331
13 C -1.4700 -1.6608 3.7690
14 C -1.9847 2.3470 1.4841
15 C 5.6010 1.1186 0.5036
16 C 2.6636 2.5614 -3.4092
17 C 5.8119 1.5302 -2.1932
18 C -4.1378 0.8269 -2.2972
19 C -4.4993 0.6165 -0.0450
20 C 2.4589 2.3569 0.6896
21 C -1.1249 -2.4768 2.5181
22 C 6.5058 2.0490 0.0278
23 C 4.7779 0.3797 -0.3444
24 C 6.6083 2.2630 -1.3351
25 C -2.1217 -4.2789 0.9655
26 C -1.4739 3.7533 1.3284
27 C -4.0326 0.9862 1.3399
28 C 2.3564 0.2511 2.9538
29 C -5.6468 -0.1323 -0.2599
30 C 3.8234 -0.5735 0.2416
31 C -3.6250 -3.2240 2.6634
32 C -0.0700 -3.5244 2.8547
33 C -5.2707 0.0979 -2.6057
34 C -2.3991 -3.0097 1.7783
35 C 1.7032 -0.1234 -4.7389
36 C 4.0937 -0.1546 -2.7112
37 C -6.0244 -0.4149 -1.5625
38 C -2.3377 -1.4877 -3.7457
39 B -1.5332 -1.2267 0.6408
40 H -4.4332 -3.6269 2.0585
41 H -1.8293 -2.3019 4.5725
42 H -3.4000 -3.9280 3.4622
43 H 2.3670 -0.7735 3.3139
44 H -2.0560 4.3076 0.5996
45 H -6.2140 -0.5011 0.5814
46 H -1.5258 4.2529 2.2951
47 H -0.5836 -1.1205 4.0937
48 H 1.6163 -1.2061 -4.7167
49 H 7.3137 2.9844 -1.7271
50 H -0.4930 -4.3199 3.4612
51 H 3.3173 3.0075 -2.6663
52 H 7.1285 2.6048 0.7161
53 H 0.7740 0.2847 -5.1230
54 H -4.8803 1.0197 2.0341
55 H 3.5991 -1.4006 -0.4272
56 H -1.9304 -5.1260 1.6197
57 H -3.5075 1.2511 -3.0663
58 H -3.9614 -2.2867 3.0947
59 H 1.8569 2.9448 1.3757
60 H -2.9848 -4.4884 0.3365
61 H 2.2991 2.7214 -0.3200
62 H 5.8953 1.6898 -3.2605
63 H 1.7948 3.1960 -3.5497
64 H -2.2197 -0.9136 3.5227
65 H 2.5289 0.1728 -5.3809
66 H 5.5296 0.9481 1.5699
67 H -3.8110 3.0241 0.9386
68 H 4.1997 -0.9735 1.1799
69 H 4.0440 -1.2188 -2.4930
70 H 0.3462 -3.9415 1.9452
71 H 3.2041 2.4388 -4.3438
72 H 3.5094 2.4421 0.9515
73 H 3.3402 0.6906 3.0916
74 H 4.4746 -0.0190 -3.7203
75 H -3.3161 0.2344 1.6829
76 H 1.6232 0.8187 3.5162
77 H -6.8941 -1.0265 -1.7545
78 H -1.2738 -4.1207 0.3033
79 H 0.7349 -3.0405 3.4020
80 H -0.4470 3.7150 0.9794
81 H -5.5121 -0.0964 -3.6350

Properties
net charge	-1
LUMO	2.2793	eV
E_HOMO	-0.1519	hartree
ΔE to the lowest compared entry with this formula, charge and spin	50.73	kcal/mol
molar mass	979.5	g/mol

=====

No. 2
Density functional theory data (ωB97M-V/def2-TZVPD) for a cluster of 2 separate species, C3H3NO in total.

Geometry (Å):
1 O 0.5704 -1.6041 0.0684
2 N -0.4009 -2.2896 -0.0598
3 C 1.6121 -1.0099 0.3809
4 C -1.2579 0.7948 0.0002
5 C -0.5527 1.7690 -0.0228
6 H -1.8524 -0.0927 0.0313
7 H 0.0214 2.6692 -0.0422
8 H 1.8330 -0.2385 -0.3632

Properties
net charge	0
LUMO (alpha / beta)	-0.7163 / -0.7067	eV
E_HOMO (alpha / beta)	-0.3397 / -0.3396	hartree
ΔE to the lowest compared entry with this formula, charge and spin	212.40	kcal/mol
molar mass	69.1	g/mol

=====

No. 3
Density functional theory data (ωB97M-V/def2-TZVPD) for a cluster of 4 separate species, C4H18NO3 in total at a distorted geometry.

Geometry (Å):
1 O 3.2944 0.3112 -3.0444
2 O 1.2207 -2.0618 0.4878
3 O -2.3567 -2.8368 1.0743
4 N 1.2333 1.2675 -1.1715
5 C -1.9102 0.0928 0.5148
6 C -0.5402 1.8989 1.6566
7 C 0.4456 0.4081 -0.1970
8 C -0.7867 1.1411 0.3784
9 H 1.7462 -2.4660 1.1919
10 H -1.0461 1.9574 -0.3232
11 H -1.4593 2.4327 1.9935
12 H 1.9884 0.6927 -1.5828
13 H -0.2715 1.3255 2.5454
14 H -2.7926 0.5471 0.9450
15 H 0.7482 1.7054 -1.9541
16 H 0.2361 2.6739 1.6435
17 H 1.7621 1.9608 -0.6276
18 H -2.4653 -3.7724 0.8592
19 H -1.6641 -0.8377 0.9877
20 H 3.5293 -0.5929 -2.7964
21 H 2.9122 0.2444 -3.9315
22 H 0.5369 -2.7397 0.3892
23 H -3.0762 -2.7756 1.7137
24 H -2.2575 -0.2342 -0.4835
25 H 0.0234 -0.2872 -0.9089
26 H 0.9496 -0.0552 0.6400

Properties
net charge	+1
LUMO	-3.0267	eV
E_HOMO	-0.5364	hartree
ΔE to the lowest compared entry with this formula, charge and spin	27.74	kcal/mol
molar mass	128.2	g/mol

=====

No. 4
Density functional theory data (ωB97M-V/def2-TZVPD) for a cluster of 8 separate species, C74H84BClN3O4PS in total at a distorted geometry.

Geometry (Å):
1 Cl -0.5577 1.0822 -6.4256
2 S 2.3119 -1.8999 -0.6815
3 P 1.3369 -0.4515 3.5545
4 O 3.7005 -4.8286 -0.4954
5 O 6.6368 -6.4944 1.3199
6 O -3.8897 2.9479 -2.0033
7 O -1.5635 2.6712 -1.1073
8 N 7.0530 -4.7594 4.4923
9 N 2.7224 -0.2834 2.4393
10 N 4.3517 -7.4047 2.3382
11 C 4.4131 10.3853 -0.6046
12 C -0.2401 -0.3071 -5.1835
13 C -9.7869 3.6114 -3.5421
14 C 2.2732 5.6180 0.9313
15 C -8.4864 -2.1242 0.3944
16 C 5.6510 -4.3518 4.7717
17 C -3.8034 -4.3473 -8.9177
18 C 2.0103 -0.0943 -0.2889
19 C 4.1669 -2.3168 3.4421
20 C 3.3046 -1.6391 2.1774
21 C 0.7653 -2.2703 3.4128
22 C -2.4145 -2.4343 -9.4140
23 C 0.9804 4.6470 0.6630
24 C -7.0944 -0.2132 -0.1015
25 C 3.1617 5.9488 -0.4333
26 C 4.6844 -4.7230 2.0358
27 C -7.1506 -0.5255 -1.4596
28 C -2.1669 -0.1411 4.3138
29 C 1.7664 0.0370 5.3498
30 C 4.8490 -3.8071 3.4041
31 C -4.9176 -0.1207 3.8545
32 C -7.8692 -1.6403 -1.8905
33 C -10.2113 3.2770 -4.8278
34 C 11.4910 -9.2963 0.4884
35 C -4.0553 -0.6566 2.8982
36 C -2.9130 2.1587 -1.4752
37 C -8.1089 6.2586 0.8485
38 C 5.4662 11.0318 -1.2509
39 C -4.4046 0.4106 5.0375
40 C -7.7602 -1.0147 0.8263
41 C -9.8215 1.2769 -2.9221
42 C 3.2055 -2.5534 0.8276
43 C -6.2552 4.8656 -0.7028
44 C 1.1563 2.4427 -1.2278
45 C -8.5394 -2.4386 -0.9632
46 C 1.2720 0.2916 -3.0917
47 C 9.1558 -8.7090 0.2920
48 C 11.6718 -8.2675 1.4134
49 C -1.0657 3.6322 -2.1049
50 C 6.7123 11.1260 -0.6306
51 C -3.7504 -4.0329 -7.5601
52 C 3.2219 5.1292 2.2095
53 C 6.9674 -5.3642 7.2536
54 C 6.9026 10.5779 0.6375
55 C 9.3377 -7.6769 1.2127
56 C 5.8505 9.9281 1.2823
57 C 10.5947 -7.4594 1.7763
58 C 4.7794 -4.3378 6.1128
59 C 1.4816 0.8509 -1.5636
60 C 1.9086 2.0835 1.4624
61 C -3.0242 -2.9235 -7.1282
62 C 3.6997 -7.1004 3.6738
63 C -3.3833 0.5730 -1.2270
64 C -10.2549 0.9433 -4.2050
65 C -0.2623 0.3867 -3.6620
66 C -9.5898 2.6118 -2.5899
67 C 5.4425 -4.8500 7.5103
68 C 4.6059 9.8290 0.6596
69 C -2.6796 -0.6690 3.1292
70 C 3.8796 -4.0465 0.7721
71 C -6.1680 6.2529 -0.5897
72 C 0.5797 3.5162 -2.3660
73 C 1.3412 3.0897 0.2995
74 C 7.5995 -5.2629 5.7835
75 C -7.0970 6.9502 0.1821
76 C -8.1938 4.8710 0.7384
77 C 3.2033 -7.5921 1.3714
78 C 10.2320 -9.5196 -0.0681
79 C -7.2705 4.1746 -0.0408
80 C -10.4483 1.9425 -5.1585
81 C -3.1331 -3.5491 -9.8449
82 C -2.3584 -2.1220 -8.0560
83 C 2.2624 0.4647 1.2249
84 C -3.0283 0.4032 5.2659
85 B 5.2812 -6.2527 1.8943
86 H 2.8363 -0.2935 5.7005
87 H -1.0627 -0.1989 -3.0382
88 H 2.4223 -6.7094 1.3582
89 H -1.8970 -1.8086 -10.1371
90 H 10.7353 -6.6588 2.4983
91 H 4.5248 -6.8934 4.4864
92 H 4.2999 -1.6861 4.4417
93 H -2.0076 -1.0900 2.3859
94 H 1.6622 1.2221 5.4452
95 H 0.8192 -0.7333 -5.4464
96 H -2.5079 -0.1920 -1.4016
97 H -9.6087 4.6519 -3.2823
98 H 2.5613 4.6438 3.0675
99 H -9.0109 -2.7448 1.1166
100 H 7.5337 11.6274 -1.1350
101 H -3.1721 -3.7953 -10.9024
102 H -10.7838 1.6821 -6.1589
103 H -4.3667 -5.2140 -9.2535
104 H -5.3757 6.7911 -1.1043
105 H 3.4414 10.3141 -1.0870
106 H -2.6280 0.8205 6.1859
107 H 3.1084 -8.0731 4.0227
108 H 0.6919 -2.6124 2.2781
109 H 8.7222 -5.6654 5.6908
110 H 7.6010 -5.7946 8.1486
111 H 0.2967 5.1882 -0.1513
112 H -4.2684 0.3048 -1.9701
113 H -10.3583 4.0554 -5.5715
114 H -4.4548 -1.0654 1.9743
115 H 4.6108 -4.7904 -0.9313
116 H 1.0561 4.5756 -2.1261
117 H 10.0895 -10.3255 -0.7837
118 H 4.9436 -4.8691 8.5693
119 H 7.8719 10.6564 1.1237
120 H -5.9903 -0.1163 3.6773
121 H 3.6647 -3.9617 6.0997
122 H 5.3165 11.4622 -2.2376
123 H -10.4412 -0.0965 -4.4624
124 H -2.9775 -2.6826 -6.0697
125 H -1.5719 3.3361 -3.1385
126 H 5.9996 9.4989 2.2696
127 H 3.7870 9.3195 1.1601
128 H 2.6107 -8.5578 1.7462
129 H 3.7657 5.0245 -0.8322
130 H 2.4836 6.4262 -1.2775
131 H 1.9327 0.9901 -3.7973
132 H 3.9207 6.8081 -0.1057
133 H 8.5000 -7.0436 1.4914
134 H 12.3309 -9.9237 0.2026
135 H -4.2749 -4.6536 -6.8379
136 H 12.6518 -8.0965 1.8509
137 H 2.0386 2.5452 2.5480
138 H -8.8307 6.8014 1.4531
139 H 2.8748 -6.2475 3.6175
140 H -1.0950 -0.1531 4.4948
141 H -7.9081 -1.8865 -2.9479
142 H -6.6330 0.1002 -2.1826
143 H 6.5408 -6.1449 0.3641
144 H -1.3526 4.7496 -1.9046
145 H -3.7780 0.3879 -0.1325
146 H -9.6656 0.4976 -2.1812
147 H 1.8319 6.6731 1.2711
148 H 4.0047 4.3479 1.8266
149 H 0.3080 4.6336 1.6498
150 H -0.6608 1.4794 -3.8316
151 H -0.2418 -2.3675 4.0004
152 H -9.1027 -3.3053 -1.2991
153 H -5.0765 0.8303 5.7815
154 H -7.3410 3.0941 -0.1317
155 H -1.1240 -1.0657 -5.3467
156 H -7.7136 -0.7739 1.8848
157 H -1.7964 -1.2545 -7.7201
158 H 1.6498 -0.8008 -3.2785
159 H -7.0321 8.0315 0.2655
160 H -8.9809 4.3319 1.2598
161 H 3.5192 -7.7866 0.2580
162 H 0.8953 -0.3920 6.0443
163 H 3.6909 6.1071 2.6490
164 H -9.2558 2.8725 -1.5890
165 H 1.5162 -3.0456 3.9187
166 H 8.1754 -8.8812 -0.1446
167 H 0.8500 3.1668 -3.4506
168 H -6.5324 0.6543 0.2343
169 H -5.5326 4.3226 -1.3061

Properties
net charge	0
LUMO	-0.6356	eV
E_HOMO	-0.2711	hartree
molar mass	1188.8	g/mol
SMILES string	CC(=O)OCCc1c(CC(C)C)cc2c(c1CCCCl)Sc1c(cc(-c3ccccn3)c(B(O)N(C)C)c1O)N2P(C)C.c1ccccc1.c1ccccc1.c1ccccc1.c1ccccc1.c1ccccc1.c1ccccc1.c1ccccc1

=====

We obtain total energy values of -79412.9668 -6687.2813 -12066.1625 -124055.8187 eV for the records listed above, in that order.